145
Properties=species:S:1:pos:R:3:forces:R:3 method="wB97M-V/def2-TZVPD" e_tot_ev=-68786.8864 charge=0
O 2.579 1.778 -2.192 0.448 -0.163 -0.348
H 1.896 2.448 -2.157 -0.377 0.426 -0.103
H 2.635 1.445 -1.296 0.045 -0.486 0.404
O 1.760 1.633 2.372 -0.816 -0.048 0.622
H 1.909 1.069 1.614 0.209 -0.305 -0.676
H 2.386 2.349 2.266 0.286 0.400 0.484
C -4.077 6.025 2.666 0.618 0.485 0.086
C -4.357 5.249 1.388 0.242 -0.106 1.098
C -3.038 4.813 0.718 -1.005 0.962 -1.411
O -3.396 4.059 -0.446 -1.098 0.077 0.374
C -2.297 3.495 -1.059 1.525 -0.559 0.699
N -5.166 4.121 1.805 -0.204 -0.812 -0.793
H -3.554 5.456 3.435 0.207 -0.331 -0.204
H -4.980 6.367 3.172 -0.133 0.096 -0.414
H -3.446 6.871 2.393 -0.009 0.320 0.311
H -4.944 5.933 0.776 0.165 -0.256 -0.553
H -2.341 4.329 1.402 -0.183 -0.686 0.149
H -2.490 5.664 0.313 0.157 0.542 0.250
H -1.883 2.787 -0.341 0.458 -0.490 0.001
H -1.500 4.221 -1.221 0.014 0.251 -0.296
H -2.447 2.938 -1.983 -0.750 0.335 -0.012
H -5.280 3.465 1.046 -0.715 0.398 -1.079
H -4.524 3.514 2.294 0.069 0.295 1.424
C 4.033 -1.863 -4.307 -1.009 -0.239 1.554
C 2.734 -1.921 -5.130 1.087 -1.151 -0.774
C 1.401 -2.158 -4.408 0.465 0.285 0.646
O 1.391 -3.463 -3.833 -0.438 0.653 -0.222
C 0.174 -3.728 -3.144 0.939 -1.029 0.453
N 2.769 -0.750 -5.989 -0.789 0.615 -0.412
H 4.949 -1.521 -4.789 -0.382 0.007 -0.546
H 4.272 -2.793 -3.792 -0.141 -0.240 -0.191
H 3.813 -1.161 -3.503 0.255 0.326 0.137
H 2.794 -2.735 -5.852 0.101 -0.911 0.417
H 0.556 -2.017 -5.082 -0.012 -0.132 -0.481
H 1.211 -1.453 -3.599 0.291 0.464 0.186
H -0.678 -3.939 -3.790 0.048 0.098 -0.234
H -0.117 -3.002 -2.385 0.184 0.599 -0.189
H 0.434 -4.619 -2.572 -0.425 -0.268 -0.067
H 2.068 -0.945 -6.690 -0.664 0.528 -0.212
H 3.600 -0.889 -6.546 0.493 0.403 0.063
C 3.998 -3.067 2.286 -0.051 -0.351 -0.480
C 5.078 -2.402 1.430 0.132 -0.324 1.285
C 5.231 -2.922 0.020 -0.891 -0.949 0.116
O 5.300 -4.360 -0.003 -0.143 0.903 -0.682
C 5.181 -4.850 -1.346 0.833 -0.727 0.351
N 4.773 -0.972 1.394 0.008 0.611 -0.617
H 3.030 -3.070 1.784 -0.116 0.395 -0.203
H 3.900 -2.494 3.208 0.024 -0.264 0.084
H 4.157 -4.126 2.488 0.492 0.132 0.154
H 6.026 -2.443 1.966 0.272 -0.795 -0.012
H 6.089 -2.454 -0.463 0.207 -0.079 -0.190
H 4.319 -2.640 -0.505 -0.102 0.282 -0.355
H 6.050 -4.590 -1.949 0.136 0.463 -0.042
H 4.285 -4.581 -1.905 -0.279 0.356 0.405
H 5.237 -5.937 -1.291 -0.267 -0.007 0.220
H 4.919 -0.582 2.314 -0.228 -0.022 0.369
H 5.513 -0.545 0.856 0.104 0.376 -0.394
C -3.548 -2.941 -0.054 0.445 -0.723 -0.431
C -4.091 -1.704 -0.733 -0.328 0.119 -0.039
C -4.581 -1.930 -2.173 1.072 0.188 0.688
O -3.506 -2.434 -2.942 1.107 1.026 -1.218
C -2.450 -1.459 -3.251 -0.512 -0.864 0.506
N -5.210 -1.153 0.009 -0.219 0.010 0.213
H -4.348 -3.672 0.067 -0.066 0.057 0.470
H -2.981 -2.751 0.857 -0.658 0.307 0.459
H -2.784 -3.474 -0.621 -0.090 0.190 -0.678
H -3.326 -0.928 -0.704 0.618 -0.079 -0.607
H -4.984 -0.987 -2.541 0.254 0.406 -0.327
H -5.434 -2.604 -2.253 0.301 -0.449 0.303
H -1.773 -1.858 -4.007 -0.602 -0.157 -0.329
H -1.764 -1.278 -2.424 -0.285 -0.019 0.552
H -2.837 -0.487 -3.557 -0.320 -0.049 -0.165
H -5.294 -0.194 -0.299 -0.430 0.282 -0.137
H -4.926 -1.056 0.973 -0.283 -0.198 0.255
C -2.708 0.298 2.819 -0.563 -1.636 -1.207
C -4.014 1.124 2.742 3.529 -0.725 0.519
C -5.145 0.439 3.470 -0.505 0.181 -1.226
O -5.465 -0.812 2.773 -0.143 1.316 2.092
C -6.707 -1.334 3.244 -0.233 -0.408 -0.142
N -3.583 2.381 3.357 -1.360 0.585 1.369
H -2.898 -0.711 2.454 0.140 -0.197 -0.510
H -2.263 0.077 3.789 -0.347 0.755 0.402
H -1.951 0.762 2.186 0.086 -0.045 0.021
H -4.240 1.319 1.694 -0.325 -0.215 -0.052
H -5.962 1.159 3.411 -0.648 -0.262 0.043
H -4.926 0.307 4.530 0.198 -0.440 0.079
H -6.843 -1.400 4.324 0.633 0.460 0.360
H -6.806 -2.377 2.943 0.140 0.182 -0.556
H -7.549 -0.747 2.878 -0.014 0.016 -0.270
H -3.672 2.217 4.350 -0.118 0.409 0.415
H -2.605 2.612 3.258 0.169 -0.465 -0.536
C 0.059 0.028 -0.173 0.268 0.424 -0.381
C 1.388 -0.691 0.114 -0.187 -0.726 1.127
O 2.530 0.185 0.246 -1.978 1.084 -1.098
H -0.128 0.743 0.628 0.470 0.586 -0.226
H -0.870 -0.535 -0.082 0.422 -1.053 -0.083
H 0.004 0.479 -1.164 0.243 0.370 0.089
H 1.681 -1.542 -0.501 -0.383 0.217 -0.674
H 1.186 -1.146 1.084 0.290 -0.169 0.423
H 3.272 -0.219 0.701 0.756 -1.092 0.425
C -0.155 1.556 -4.450 0.212 0.284 0.209
C -0.977 1.517 -5.699 0.588 1.684 -0.002
O -1.055 0.188 -6.057 -1.032 -1.526 -0.666
H 0.747 0.961 -4.597 0.018 -0.015 0.090
H -0.782 1.102 -3.683 0.308 0.054 0.404
H 0.155 2.561 -4.166 -0.167 -0.009 0.132
H -0.543 2.093 -6.516 0.382 0.097 -0.107
H -1.946 1.992 -5.545 -0.338 -0.202 0.168
H -1.987 0.016 -6.211 0.069 -0.480 -0.217
C 1.771 -2.086 5.291 -0.361 -0.154 -1.079
C 1.943 -0.982 4.265 1.632 -0.226 0.763
O 0.990 0.009 4.433 -0.938 -0.428 -0.044
H 0.901 -2.677 5.007 -0.469 0.206 0.481
H 1.689 -1.615 6.270 -0.017 -0.457 0.058
H 2.570 -2.822 5.199 0.390 0.273 0.398
H 2.098 -1.366 3.256 -0.886 -0.164 -0.374
H 2.916 -0.524 4.443 0.586 0.158 0.256
H 1.184 0.630 3.728 -0.092 0.896 -0.325
C -0.185 -4.323 2.290 0.089 -0.242 0.227
C 0.095 -5.381 1.234 -0.725 -0.250 0.473
O -0.884 -6.437 1.297 0.279 0.447 -0.225
H 0.527 -3.501 2.214 -0.160 0.233 -0.113
H -0.081 -4.711 3.303 0.161 -0.257 0.077
H -1.221 -3.990 2.229 0.101 0.280 -0.275
H 1.077 -5.834 1.368 0.260 0.241 -0.174
H 0.003 -4.924 0.249 0.110 -0.240 -0.084
H -0.839 -6.785 2.191 -0.093 -0.144 0.084
C 1.160 3.978 0.270 0.530 0.620 -0.542
C 1.176 4.853 -0.990 -0.413 -1.186 1.203
O 0.820 3.999 -2.082 -0.280 0.472 0.040
H 1.494 4.586 1.111 0.372 -0.136 0.073
H 1.834 3.144 0.074 -0.280 -0.214 0.522
H 0.143 3.692 0.539 0.127 -0.425 -0.336
H 2.172 5.251 -1.187 -0.142 0.404 0.193
H 0.412 5.582 -0.722 0.084 0.695 -0.970
H 0.927 4.506 -2.890 -0.056 -0.021 -0.216
C 4.884 4.565 0.599 -0.657 -0.178 -0.239
C 4.563 3.295 1.365 0.391 -0.250 1.208
O 3.809 3.381 2.636 0.449 0.221 -1.664
H 5.464 4.238 -0.264 0.142 0.070 -0.060
H 5.459 5.328 1.124 -0.070 -0.186 0.231
H 3.975 5.004 0.188 -0.002 0.197 0.169
H 5.503 2.773 1.543 0.172 -0.016 0.376
H 4.015 2.592 0.738 -0.388 0.243 0.042
H 4.291 3.822 3.340 0.282 0.082 -0.228